# 1
Density functional theory data (the ωB97M-V functional and the def2-TZVPD basis) for a 3-piece molecular cluster, C5H11NO3 overall.

Structure (XYZ):
```
20
C5H11NO3 | OMol25 | the ωB97M-V functional and the def2-TZVPD basis
C -0.553 -1.770 0.124
C -1.965 1.265 0.296
C -2.845 0.628 -0.446
O 0.571 -1.126 0.710
H -1.866 1.140 1.362
H -0.318 -2.809 -0.109
H -0.845 -1.254 -0.791
H -1.346 -1.757 0.871
H -2.912 0.775 -1.512
H -3.527 -0.095 -0.028
C 2.818 -0.435 0.477
C 1.449 -0.495 -0.138
N 0.463 2.187 -0.446
O 1.058 1.699 0.500
O 1.173 -0.243 -1.296
H 0.490 1.520 -1.277
H -1.309 2.052 -0.143
H 2.742 -0.399 1.558
H 3.353 0.438 0.112
H 3.370 -1.323 0.174
```

The spin multiplicity is 1. For the LUMO energy, the calculation gives -0.415 eV. The value obtained for the HOMO energy is -9.548 eV. The value obtained for the energy above the lowest of the compared OMol25 structures with the same formula, charge and spin is 113.7 kcal per mole. As for the structure (SMILES): COC(C)=O.C=C.N=O. As for the HOMO-LUMO gap: 9.13 eV.

Here are the Mulliken charges for atoms 1 to 8, given in e:
1. C -0.66
2. C -0.58
3. C -0.55
4. O -0.32
5. H 0.28
6. H 0.31
7. H 0.33
8. H 0.22

=====

# 2
Density functional theory data (the ωB97M-V functional and the def2-TZVPD basis) for C24H23CeF4N5O as an isolated structure.

Structure (XYZ):
```
58
C24H23CeF4N5O | OMol25 | the ωB97M-V functional and the def2-TZVPD basis
Ce -0.385 0.640 0.699
C -1.315 1.548 3.622
N -0.025 1.356 3.109
C 0.789 2.575 3.344
C 0.667 0.235 3.815
C 0.159 -1.096 3.399
N -0.288 -1.064 2.082
C -0.169 -2.088 1.157
C -0.929 -2.087 -0.042
F -1.918 -1.116 -0.121
C -0.729 -3.015 -1.069
F -1.515 -2.978 -2.126
C 0.230 -3.991 -0.968
C 1.120 -3.896 0.079
F 2.127 -4.746 0.066
C 0.954 -2.995 1.105
F 1.892 -2.879 2.026
H -1.300 1.886 4.679
H -1.829 2.361 3.121
H -1.838 0.597 3.518
H 0.930 2.655 4.454
H 1.702 2.505 2.824
H 0.262 3.470 3.006
H 1.724 0.310 3.628
H 0.539 0.400 4.905
H 0.921 -1.860 3.541
H -0.741 -1.304 4.057
H 0.307 -4.787 -1.677
C -1.629 1.640 -3.839
C -1.349 1.691 -2.374
N -0.434 1.087 -1.700
N 0.485 0.296 -2.348
C 1.444 -0.070 -1.574
O 1.378 0.362 -0.285
C 2.489 -1.066 -1.871
C 2.521 -1.706 -3.142
C 3.392 -2.788 -3.329
C 4.269 -3.165 -2.311
C 4.197 -2.552 -1.051
C 3.310 -1.497 -0.844
C -2.349 2.400 -1.548
C -3.356 3.123 -2.142
C -4.144 4.027 -1.458
C -3.934 3.973 -0.098
C -3.019 3.155 0.490
N -2.177 2.385 -0.222
H -0.887 1.040 -4.337
H -1.549 2.637 -4.300
H -2.601 1.196 -4.019
H 1.971 -1.167 -3.881
H 3.380 -3.315 -4.314
H 4.991 -3.971 -2.453
H 4.862 -2.875 -0.267
H 3.158 -1.077 0.122
H -3.401 3.124 -3.224
H -4.824 4.719 -1.945
H -4.530 4.623 0.436
H -3.006 3.135 1.596
```

The spin multiplicity is 1. For the LUMO energy (alpha / beta), the calculation gives -7.914 / -7.907 eV. The value obtained for the HOMO energy (alpha / beta) is -14.145 / -14.145 eV. Its total charge is +2. The value obtained for the energy above the lowest of the compared OMol25 structures with the same formula, charge and spin is 0.0 kcal per mole. As for the HOMO-LUMO gap (alpha / beta): 6.23 / 6.24 eV.

Here are the Mulliken charges for atoms 1 to 8, given in e:
1. Ce 0.92
2. C -1.16
3. N 0.32
4. C -1.15
5. C -0.90
6. C -0.62
7. N 0.25
8. C 0.08

=====

# 3
Density functional theory data (the ωB97M-V functional and the def2-TZVPD basis) for C23H36N6S in the gas phase.

Structure (XYZ):
```
66
C23H36N6S | OMol25 | the ωB97M-V functional and the def2-TZVPD basis
C -7.438 -2.029 0.103
H -6.733 -2.239 0.904
H -8.238 -2.764 0.148
H -6.924 -2.145 -0.848
C -8.017 -0.625 0.262
N -6.967 0.382 0.259
C -7.219 1.524 1.117
C -8.456 2.360 0.772
H -8.392 2.759 -0.238
H -9.360 1.761 0.848
H -8.536 3.195 1.463
H -6.333 2.162 1.084
H -7.315 1.148 2.140
C -6.454 0.717 -1.054
H -6.691 -0.097 -1.740
H -6.891 1.640 -1.463
C -4.926 0.872 -1.005
N -4.394 -0.292 -0.343
C -3.102 -0.636 -0.142
N -2.174 0.118 -0.776
C -0.780 0.021 -0.852
C -0.048 -1.046 -0.385
C 1.350 -1.059 -0.506
C 2.015 0.031 -1.123
N 3.350 0.096 -1.263
C 4.097 -0.899 -0.821
N 5.441 -0.813 -1.062
C 6.436 -1.488 -0.264
H 6.065 -2.437 0.117
C 6.877 -0.587 0.898
N 7.422 0.638 0.349
C 8.142 1.462 1.296
C 7.323 2.057 2.448
H 6.883 1.270 3.056
H 6.528 2.693 2.068
H 7.971 2.657 3.082
H 8.948 0.847 1.709
H 8.601 2.276 0.726
C 6.415 1.337 -0.429
C 5.965 0.434 -1.580
H 5.182 0.919 -2.160
H 6.823 0.201 -2.217
H 6.854 2.254 -0.825
H 5.526 1.598 0.170
H 7.652 -1.087 1.482
H 6.002 -0.407 1.549
H 7.301 -1.684 -0.906
C 3.516 -2.042 -0.202
C 2.164 -2.132 -0.038
C 1.544 -3.328 0.612
H 0.971 -3.030 1.488
H 0.862 -3.823 -0.077
H 2.308 -4.039 0.918
H 4.140 -2.856 0.134
C 1.241 1.107 -1.606
C -0.117 1.101 -1.472
H -0.701 1.933 -1.844
H 1.753 1.931 -2.078
H -0.549 -1.874 0.081
H -2.537 0.930 -1.260
S -2.815 -1.943 0.837
H -5.067 -0.758 0.253
H -4.545 0.946 -2.031
H -4.659 1.793 -0.465
H -8.765 -0.443 -0.526
H -8.527 -0.570 1.225
```

The spin multiplicity is 1. For the LUMO energy, the calculation gives 0.627 eV. The value obtained for the HOMO energy is -7.155 eV. The value obtained for the energy above the lowest of the compared OMol25 structures with the same formula, charge and spin is 5.4 kcal per mole. As for the structure (SMILES): CCN(CC)CCNC(=S)Nc1ccc2nc(N3CCN(CC)CC3)cc(C)c2c1. As for the HOMO-LUMO gap: 7.78 eV.

Here are the Mulliken charges for atoms 1 to 8, given in e:
1. C -1.36
2. H 0.31
3. H 0.43
4. H 0.32
5. C -0.57
6. N 0.45
7. C -0.80
8. C -1.04

=====

# 4
Density functional theory data (the ωB97M-V functional and the def2-TZVPD basis) for C11H21P in the gas phase.

Structure (XYZ):
```
33
C11H21P | OMol25 | the ωB97M-V functional and the def2-TZVPD basis
C 1.561 -1.714 0.335
C -1.864 0.394 -1.788
C 2.080 -0.563 -0.103
C -1.733 0.241 -0.491
C 2.214 -0.198 -1.588
C 4.092 0.687 0.524
C -3.981 0.430 0.648
C -2.855 -1.896 0.292
C 2.586 0.516 0.850
C -2.557 -0.449 0.523
C 1.674 1.644 0.754
P -0.043 1.262 0.452
H 1.172 -2.088 1.317
H 1.012 -2.303 -0.455
H -1.045 0.909 -2.299
H -2.901 0.379 -2.168
H 3.314 -0.005 -1.689
H 1.905 -0.932 -2.245
H 1.686 0.692 -1.880
H 4.711 0.862 1.320
H 4.356 -0.103 -0.066
H 4.320 1.550 -0.172
H -4.380 0.544 -0.364
H -4.659 -0.095 1.348
H -3.612 1.435 0.914
H -2.041 -2.569 0.582
H -3.611 -2.170 0.912
H -3.198 -1.811 -0.754
H 2.565 0.023 1.813
H -2.023 -0.129 1.443
H 2.100 2.352 -0.122
H -0.440 2.553 0.588
H -0.406 0.553 1.568
```

The spin multiplicity is 1. For the LUMO energy (alpha / beta), the calculation gives 0.466 / 0.466 eV. The value obtained for the HOMO energy (alpha / beta) is -7.197 / -7.199 eV. The value obtained for the energy above the lowest of the compared OMol25 structures with the same formula, charge and spin is 91.9 kcal per mole. As for the structure (SMILES): C=C([PH2]=C[C@H](C)C(=C)C)C(C)C. As for the HOMO-LUMO gap (alpha / beta): 7.66 / 7.66 eV.

Here are the Mulliken charges for atoms 1 to 8, given in e:
1. C -0.91
2. C -0.75
3. C 0.11
4. C -0.01
5. C -1.25
6. C -1.65
7. C -1.20
8. C -1.37